Here is a 3-piece molecular cluster, C5H16N2O3 overall from OMol25. Energies are from ωB97M-V/def2-TZVPD.

Each atom is followed by the atoms it is bonded to, with distances in Å.
CARTESIAN COORDINATES (ANGSTROEM)
1 O 2.720 1.318 2.366  C2 1.213
2 C 2.174 0.969 1.340  O1 1.213, N3 1.396, H9 1.101
3 N 0.781 0.874 1.333  C2 1.396, C4 1.481, H10 1.028
4 C 0.013 0.573 0.103  N3 1.481, C5 1.530, C8 1.535, H11 1.162
5 C -1.106 -0.407 0.462  C4 1.530, C6 1.520, H12 1.063, H13 1.133
6 C -1.540 -1.237 -0.736  C5 1.520, N7 1.498, H14 1.162, H15 1.157
7 N -0.414 -2.123 -1.172  C6 1.498, H16 1.039, H17 0.966
8 C -0.542 1.875 -0.493  C4 1.535, H18 1.106, H19 1.108, H20 1.049
9 H 2.681 0.639 0.421  C2 1.101
10 H 0.298 1.231 2.167  N3 1.028
11 H 0.735 0.116 -0.685  C4 1.162
12 H -1.940 0.085 0.901  C5 1.063
13 H -0.742 -1.072 1.303  C5 1.133
14 H -2.425 -1.914 -0.410  C6 1.162
15 H -1.918 -0.582 -1.612  C6 1.157
16 H -0.723 -3.096 -1.366  N7 1.039
17 H 0.047 -1.769 -1.944  N7 0.966
18 H -1.336 2.298 0.150  C8 1.106
19 H 0.270 2.620 -0.606  C8 1.108
20 H -0.950 1.719 -1.446  C8 1.049
21 H -2.376 0.588 -2.636  O23 0.966
22 H -3.214 1.657 -3.160  O23 0.921
23 O -2.518 1.119 -3.431  H21 0.966, H22 0.921
24 H 1.402 -1.527 1.541  O26 0.992
25 H 0.818 -2.521 0.500  O26 0.972
26 O 1.400 -2.483 1.277  H24 0.992, H25 0.972

As for the lowest unoccupied orbital energy: 0.0171 hartree. Its HOMO-LUMO gap is 10.27 eV. As for the highest occupied orbital energy: -9.807 eV.

natural (NBO) population analysis, charges in e, atoms 1 to 6: -0.592 0.518 -0.655 -0.047 -0.443 -0.196